1.
Computed, not measured: C21H29N3O4S in the gas phase, with ωB97M-V/def2-TZVPD.

The HOMO energy comes out at -9.233 eV. Its relative energy (zero: lowest compared OMol25 entry of this formula, charge and spin) is 3.63 kcal/mol. Its LUMO energy is 0.576 eV. The strongest force on any atom comes out at 0.15 eV/Å. Its SMILES is CC[C@@H](O)[C@H](C)C(=O)N1CC[C@](NC(=O)CN2CSCC2=O)(c2ccccc2)C1.

```
58
Properties=species:S:1:pos:R:3:forces:R:3
C -2.4490 -3.2909 5.3514 0.00 0.00 0.00
C -1.9046 -2.4012 4.2403 0.00 0.01 0.00
C -2.1288 -2.9844 2.8507 -0.01 0.00 -0.01
O -3.5235 -3.1134 2.5647 0.01 0.00 0.00
C -1.5587 -2.0927 1.7510 0.01 0.00 0.01
C -1.8152 -2.6711 0.3560 -0.01 0.00 0.00
C -0.0566 -1.9456 1.9346 0.01 0.00 -0.01
O 0.6384 -2.8844 2.2971 0.00 0.00 0.01
N 0.4985 -0.7428 1.6482 -0.02 0.00 -0.01
C 1.9571 -0.5961 1.6557 0.01 0.01 -0.01
C 2.1737 0.8047 1.0941 -0.05 0.02 0.08
C 0.9680 1.0008 0.1608 0.11 -0.01 -0.09
N 1.0591 0.1111 -1.0026 -0.01 0.00 0.00
C 2.1342 -0.1432 -1.7852 0.01 0.00 0.01
O 3.2783 0.2228 -1.5834 0.00 0.00 -0.01
C 1.7531 -0.8843 -3.0698 0.01 -0.02 0.00
N 1.1514 0.0620 -3.9981 -0.01 0.02 -0.01
C 2.0037 0.9326 -4.7787 0.01 -0.01 0.00
S 0.8853 1.9221 -5.8169 0.00 0.00 0.01
C -0.5354 1.5651 -4.7581 0.00 0.00 0.00
C -0.1594 0.3907 -3.8815 0.01 0.00 0.00
O -0.9388 -0.1655 -3.1253 0.00 0.00 0.01
C 0.7415 2.4472 -0.2631 -0.15 -0.03 -0.02
C 0.1045 3.3597 0.5752 0.08 0.03 0.04
C -0.1060 4.6721 0.1762 0.00 0.00 -0.01
C 0.3168 5.1015 -1.0720 0.00 0.00 0.00
C 0.9635 4.2077 -1.9119 0.00 0.00 0.01
C 1.1713 2.8968 -1.5089 0.00 0.01 -0.01
C -0.1559 0.3960 1.0171 0.01 0.00 0.00
H -2.2235 -2.8756 6.3336 0.00 0.00 0.00
H -3.5347 -3.3953 5.2932 0.00 0.00 0.00
H -2.0053 -4.2880 5.3042 0.00 0.00 0.00
H -2.3809 -1.4163 4.2800 0.00 0.00 0.00
H -0.8320 -2.2589 4.3859 0.00 0.00 0.00
H -1.6401 -3.9630 2.7876 0.00 0.00 0.00
H -3.8949 -3.7724 3.1574 0.00 0.00 0.00
H -2.0518 -1.1209 1.8406 -0.01 0.00 0.01
H -1.4390 -2.0123 -0.4302 0.01 0.00 0.00
H -1.3099 -3.6333 0.2584 0.00 0.00 0.00
H -2.8812 -2.8177 0.1989 0.00 0.00 0.00
H 2.3541 -0.7205 2.6625 0.00 0.00 0.00
H 2.4073 -1.3657 1.0259 0.00 0.00 0.01
H 2.0981 1.5547 1.8847 -0.01 0.00 0.00
H 3.1230 0.9248 0.5838 -0.01 -0.01 0.00
H 0.1704 -0.1650 -1.4062 0.00 0.01 0.00
H 2.6558 -1.3005 -3.5106 0.00 0.01 0.00
H 1.0320 -1.6783 -2.8786 0.00 0.01 0.00
H 2.6207 1.5634 -4.1343 0.00 0.00 0.00
H 2.6594 0.3472 -5.4228 0.00 0.00 0.00
H -0.7851 2.4008 -4.1027 0.00 0.00 0.00
H -1.4088 1.3118 -5.3538 0.00 0.00 0.00
H -0.2305 3.0627 1.5599 0.00 0.00 0.00
H -0.6075 5.3586 0.8460 0.00 0.00 0.00
H 0.1486 6.1235 -1.3850 0.00 0.00 0.00
H 1.3117 4.5281 -2.8860 0.00 0.00 0.00
H 1.6939 2.2237 -2.1731 0.00 0.00 0.00
H -1.0043 0.1000 0.4003 0.00 0.00 0.01
H -0.5120 1.1073 1.7627 0.00 0.00 0.00
```
Forces are in eV/Å.



2.
Computed, not measured: a molecular structure, C3H6O2S at a distorted geometry, with ωB97M-V/def2-TZVPD.

The HOMO energy comes out at -10.050 eV. Its relative energy (zero: lowest compared OMol25 entry of this formula, charge and spin) is 189.39 kcal/mol. Its LUMO energy is -3.701 eV. The strongest force on any atom comes out at 4.83 eV/Å.

```
12
Properties=species:S:1:pos:R:3:forces:R:3
O 3.4036 1.3493 -0.8651 -0.56 -0.65 2.29
C 2.6367 0.9697 0.0187 -0.87 -2.24 -3.89
O 2.8704 0.8130 1.3827 -0.02 3.82 -2.95
C 1.1935 0.7362 -0.4019 -0.06 -0.60 -1.12
C 0.3482 -0.0154 0.3043 -1.34 0.42 -1.82
S -2.5650 -1.1230 -0.1382 0.55 0.20 0.06
H 2.7713 1.8593 0.9908 0.94 -0.82 4.43
H 1.0359 1.0714 -1.4694 -0.22 -0.20 1.56
H -5.4585 -2.2715 -0.4282 -0.31 -0.18 -0.03
H -0.7496 -0.2067 -0.1038 1.52 0.28 0.44
H 0.6143 -0.5228 1.1900 0.04 -0.22 1.01
H -6.1007 -2.6596 -0.4798 0.33 0.19 0.03
```
Forces are in eV/Å.



3.
Computed, not measured: C5H8O2 in the gas phase, with ωB97M-V/def2-TZVPD.

The HOMO energy comes out at -10.115 eV. Its relative energy (zero: lowest compared OMol25 entry of this formula, charge and spin) is 54.53 kcal/mol. Its LUMO energy is 0.834 eV. The strongest force on any atom comes out at 0.51 eV/Å. Its SMILES is C#C[C@](C)(O)CO.

```
15
Properties=species:S:1:pos:R:3:forces:R:3
C 0.9691 0.9907 -1.0491 0.12 0.04 -0.04
C -0.1189 0.1798 -0.3352 0.24 0.07 0.10
O -1.2952 0.3403 -1.1137 -0.20 0.06 0.00
C 0.2739 -1.3083 -0.2717 0.20 0.08 -0.21
O -0.6698 -2.0975 0.4082 -0.04 0.06 0.25
C -0.3442 0.6590 1.0484 -0.11 0.14 0.48
C -0.5571 0.9707 2.1939 0.10 -0.10 -0.49
H 1.5043 0.3626 -1.7699 -0.10 0.09 0.09
H 1.6905 1.4245 -0.3525 -0.08 -0.15 -0.08
H 0.4715 1.7940 -1.5967 0.15 -0.05 0.12
H -2.0634 0.2560 -0.5421 -0.06 -0.20 0.00
H 1.2839 -1.4012 0.1613 -0.20 0.04 -0.02
H 0.3055 -1.6768 -1.3012 -0.01 0.07 0.11
H -0.7112 -1.7772 1.3202 -0.03 -0.10 -0.09
H -0.7389 1.2833 3.2000 0.04 -0.07 -0.20
```
Forces are in eV/Å.



4.
Computed, not measured: C3H3NO2S in the gas phase at a distorted geometry, with ωB97M-V/def2-TZVPD.

The HOMO energy (spin up / spin down) comes out at -8.484 / -8.485 eV. Its relative energy (zero: lowest compared OMol25 entry of this formula, charge and spin) is 64.57 kcal/mol. Its LUMO energy (spin up / spin down) is -0.524 / -0.523 eV. The strongest force on any atom comes out at 1.77 eV/Å.

```
10
Properties=species:S:1:pos:R:3:forces:R:3
C 0.0813 0.2793 -0.5932 1.16 -0.10 -0.97
C 0.8782 -0.6434 0.3110 0.67 -0.06 -0.57
C -1.0716 -0.0540 1.1604 0.42 0.05 -0.52
N -1.0949 0.5668 0.0449 -1.01 0.51 0.08
O -0.4244 1.6935 -2.6875 -0.42 0.55 -0.59
O 0.0141 -0.7910 1.4336 -0.32 -0.17 0.63
S 0.5766 0.8223 -2.0812 -0.20 -0.76 1.59
H 1.0682 -1.6285 -0.1275 -0.06 0.12 0.12
H 1.8284 -0.2151 0.6450 -0.15 -0.07 0.01
H -1.8558 -0.0298 1.8945 -0.07 -0.08 0.22
```
Forces are in eV/Å.



5.
Computed, not measured: a molecular structure, C4H3NOS2 at a distorted geometry, with ωB97M-V/def2-TZVPD.

The HOMO energy comes out at -9.687 eV. Its relative energy (zero: lowest compared OMol25 entry of this formula, charge and spin) is 162.85 kcal/mol. Its LUMO energy is -2.216 eV. The strongest force on any atom comes out at 10.90 eV/Å.

```
11
Properties=species:S:1:pos:R:3:forces:R:3
C 0.2342 0.1513 -2.5192 3.10 3.15 2.78
C -0.3368 -0.4513 -1.0965 1.95 1.80 -0.71
C 0.3785 -0.4094 1.7916 -7.76 2.93 -6.04
C -0.1860 1.0435 2.0326 -2.21 -0.66 0.34
H -0.1754 -0.8999 -3.3554 1.60 4.03 1.52
H -0.4546 -1.2093 1.8020 1.47 1.42 0.29
H 1.0871 -0.4271 2.4117 6.01 -1.35 4.65
N -0.8540 1.9970 2.1544 1.81 -1.80 -0.21
O 1.1033 1.4246 -2.3227 -5.97 -8.80 -2.37
S -1.7915 -1.1251 -0.9455 0.47 0.13 -0.08
S 0.9952 -0.0942 0.0470 -0.45 -0.86 -0.17
```
Forces are in eV/Å.



> Among the records above, which one has the highest relative energy (zero: lowest compared OMol25 entry of this formula, charge and spin)?

C3H6O2S